(1)
Formula: C7H26N4OPV
Source: the Open Molecules 2025 dataset
Level of theory: wB97M-V/def2-TZVPD

```
40
C7H26N4OPV, DFT wB97M-V/def2-TZVPD
C 2.63 -1.41 0.48
V 0.00 0.00 0.00
N -1.57 1.21 -0.58
H 0.12 -0.36 -1.52
H -2.41 0.63 -0.73
H 2.20 -0.47 0.09
H 3.36 -1.85 -0.21
H 1.82 -2.14 0.66
H 3.33 -1.06 1.35
H -1.83 1.95 0.09
H -1.36 1.67 -1.48
C -0.44 -0.46 4.71
N -1.69 -1.05 4.20
C -2.82 -0.60 5.02
P -1.92 -0.70 2.42
O -0.49 -0.79 1.76
N -2.85 -2.07 1.64
C -3.08 -1.83 0.22
C -4.09 -2.40 2.35
N -2.59 0.97 2.07
C -1.82 2.04 2.73
C -4.03 1.13 2.29
H 0.43 -0.86 4.15
H -0.30 -0.73 5.77
H -0.44 0.64 4.63
H -3.79 -0.97 4.63
H -2.72 -0.99 6.05
H -2.88 0.51 5.08
H -2.12 -1.64 -0.30
H -3.53 -2.74 -0.25
H -3.78 -0.99 0.06
H -3.85 -2.78 3.36
H -4.77 -1.54 2.42
H -4.62 -3.23 1.83
H -2.11 3.02 2.30
H -2.02 2.08 3.82
H -0.74 1.90 2.55
H -4.60 0.48 1.60
H -4.32 0.93 3.34
H -4.34 2.17 2.04
```

Values from the calculation:
HOMO level (alpha / beta): -10.34 / -9.82 eV
Charge: +1
2S+1: 2
HOMO-LUMO gap (alpha / beta): 7.74 / 6.67 eV
Energy: -1861.58723 Ha
E_LUMO (alpha / beta): -2.60 / -3.16 eV
Relative energy (zero: lowest compared OMol25 entry of this formula, charge and spin): 17.15 kcal/mol

=====

(2)
Formula: C7H28B2Cl3Mg2O7S2
Source: the Open Molecules 2025 dataset
Level of theory: wB97M-V/def2-TZVPD

```
51
C7H28B2Cl3Mg2O7S2, DFT wB97M-V/def2-TZVPD
Mg -1.52 0.13 1.38
Mg 2.27 1.49 2.18
Cl 3.70 -0.07 2.71
Cl 2.90 3.04 0.58
Cl -3.01 1.88 1.71
B 0.58 0.56 1.49
H 0.09 -0.34 1.16
H 0.87 0.45 2.52
H 1.41 0.75 0.83
H -0.10 1.39 1.36
B 1.80 2.72 3.79
H 1.08 3.12 3.08
H 1.63 1.66 3.83
H 2.80 3.00 3.48
H 1.61 3.08 4.79
O -1.30 0.77 -0.69
S -0.96 1.15 -2.01
O -0.56 0.14 -2.95
O -2.19 2.04 -2.77
C -3.11 2.78 -2.01
C -3.87 3.54 -3.13
C 0.43 2.34 -2.04
H -2.73 3.59 -1.39
H -3.82 2.16 -1.47
H -4.83 3.96 -2.83
H -4.03 2.89 -3.99
H -3.32 4.39 -3.55
H 0.59 2.46 -3.11
H 1.39 2.08 -1.59
H 0.09 3.26 -1.56
O 3.73 -4.34 -1.79
S 2.66 -3.39 -2.08
O 2.46 -2.79 -3.37
O 1.28 -4.01 -1.46
C 0.51 -4.73 -2.45
C -0.97 -4.90 -1.95
C 2.86 -2.00 -0.80
H 0.96 -5.72 -2.48
H 0.55 -4.29 -3.45
H -1.09 -5.72 -1.24
H -1.63 -5.24 -2.75
H -1.35 -3.97 -1.53
H 1.89 -1.56 -0.59
H 3.60 -1.30 -1.17
H 3.13 -2.40 0.18
C -0.88 -0.92 4.64
O -1.30 -0.07 3.57
H -0.03 -1.59 4.54
H -0.80 -0.45 5.62
H -1.65 -1.67 4.84
H -1.81 0.65 3.94
```

Values from the calculation:
HOMO level: -5.68 eV
Charge: -1
2S+1: 1
HOMO-LUMO gap: 6.74 eV
Energy: -3437.09119 Ha
E_LUMO: 1.05 eV
Relative energy (zero: lowest compared OMol25 entry of this formula, charge and spin): 65.53 kcal/mol

=====

(3)
Formula: C7H28HfN17O16
Source: the Open Molecules 2025 dataset
Level of theory: wB97M-V/def2-TZVPD

```
69
C7H28HfN17O16, DFT wB97M-V/def2-TZVPD
Hf -0.28 0.02 -0.04
N -2.26 -3.01 0.34
O -3.17 -3.34 1.08
O -1.99 -1.80 0.26
O -1.68 -3.84 -0.29
N -0.95 0.93 3.52
O -0.82 0.89 2.30
O -0.06 0.41 4.18
O -2.06 1.07 3.99
N 2.50 0.82 -2.26
O 1.58 0.81 -1.50
O 2.37 0.76 -3.45
O 3.60 0.70 -1.77
C 2.73 0.82 1.89
O 1.74 0.64 1.21
N 3.95 0.90 1.24
N 2.78 0.98 3.17
H 4.71 1.09 1.88
H 4.01 1.01 0.24
H 3.58 1.47 3.55
H 1.98 0.86 3.77
C 2.24 -2.46 -0.51
O 1.41 -1.60 -0.71
N 3.46 -2.33 -0.13
N 2.20 -3.78 -0.80
H 4.05 -3.15 -0.08
H 3.90 -1.42 -0.09
H 1.32 -4.14 -1.17
H 3.00 -4.23 -0.39
C -1.27 2.03 -2.86
O -1.05 1.23 -1.94
N -2.51 2.44 -3.17
N -0.50 2.93 -3.39
H -3.29 1.80 -3.05
H -2.58 3.11 -3.91
H 0.49 2.79 -3.27
H -0.81 3.77 -3.87
C -3.74 1.14 0.66
O -2.78 0.68 0.12
N -4.40 0.47 1.52
N -4.27 2.34 0.66
H -3.90 -0.29 1.96
H -5.28 0.73 1.94
H -5.02 2.58 1.29
H -3.85 3.18 0.29
C 0.24 3.54 0.50
O -0.07 2.33 0.24
N 1.41 4.00 0.90
N -0.59 4.53 0.45
H 2.17 3.39 1.16
H 1.52 4.97 1.15
H -1.53 4.33 0.14
H -0.20 5.45 0.34
C 0.41 -2.45 2.44
O 0.19 -1.51 1.67
N -0.44 -3.28 2.78
N 1.55 -2.79 2.91
H -1.41 -3.12 2.55
H -0.02 -4.08 3.23
H 2.36 -2.22 2.69
H 1.64 -3.74 3.23
C -0.76 -2.10 -3.18
O -0.82 -1.25 -2.26
N 0.06 -2.05 -4.21
N -1.44 -3.22 -3.29
H -0.43 -2.40 -5.02
H 0.65 -1.23 -4.16
H -2.14 -3.34 -2.57
H -1.46 -3.79 -4.12
```

Values from the calculation:
HOMO level: -10.80 eV
Charge: +1
2S+1: 1
HOMO-LUMO gap: 8.46 eV
Energy: -2465.95101 Ha
E_LUMO: -2.33 eV
Relative energy (zero: lowest compared OMol25 entry of this formula, charge and spin): 9.54 kcal/mol

=====

(4)
Formula: C7H28N8O7
Source: the Open Molecules 2025 dataset
Level of theory: wB97M-V/def2-TZVPD

```
50
C7H28N8O7, DFT wB97M-V/def2-TZVPD
N 2.06 1.29 3.28
C 2.33 1.39 1.99
N 1.91 2.56 1.52
O 2.77 0.47 1.26
H 2.40 0.47 3.76
H 1.65 2.05 3.80
H 1.52 3.18 2.21
H 1.82 2.66 0.52
N -5.44 1.87 -2.21
C -4.28 1.51 -1.78
N -3.99 1.92 -0.61
O -3.45 0.93 -2.44
H -5.69 1.77 -3.18
H -6.21 2.18 -1.63
H -3.26 1.44 -0.10
H -4.66 2.52 -0.15
N 1.57 -3.98 0.09
C 0.51 -4.09 0.72
N 0.65 -4.98 1.67
O -0.50 -3.41 0.54
H 1.68 -3.23 -0.58
H 2.35 -4.59 0.29
H -0.19 -5.38 2.06
H 1.57 -5.28 1.96
N -0.89 2.11 -2.78
C -0.70 3.42 -2.81
N 0.42 3.72 -2.12
O -1.30 4.23 -3.43
H -1.78 1.79 -3.12
H -0.24 1.45 -2.39
H 0.68 4.70 -2.07
H 0.89 3.04 -1.55
C -0.66 -1.41 3.76
O -0.33 -0.66 4.82
H -0.78 -2.47 3.99
H -1.56 -1.01 3.29
H 0.05 -1.31 2.94
H -1.12 -0.64 5.36
C 3.36 -1.95 -2.30
O 2.06 -1.92 -1.72
H 3.38 -1.59 -3.33
H 4.01 -1.34 -1.68
H 3.62 -3.01 -2.34
H 1.82 -1.02 -1.98
C -0.01 -0.05 -0.70
O 1.19 0.60 -1.00
H -0.59 0.86 -0.52
H -0.42 -0.78 -1.40
H 0.02 -0.53 0.28
H 1.74 0.50 -0.23
```

Values from the calculation:
HOMO level: -8.94 eV
SMILES string: NC(N)=O.NC(N)=O.NC(N)=O.NC(N)=O.CO.CO.CO
2S+1: 1
HOMO-LUMO gap: 9.28 eV
Energy: -1248.27188 Ha
E_LUMO: 0.34 eV
Relative energy (zero: lowest compared OMol25 entry of this formula, charge and spin): 65.82 kcal/mol

=====

(5)
Formula: C7H28N9O10
Source: the Open Molecules 2025 dataset
Level of theory: wB97M-V/def2-TZVPD

```
54
C7H28N9O10, DFT wB97M-V/def2-TZVPD
N 0.26 0.14 0.10
O 0.82 -0.48 0.99
O 0.82 0.26 -1.02
O -0.86 0.60 0.25
C 0.06 0.09 -3.38
O 1.11 0.99 -2.97
H 0.75 -0.41 -4.06
H -0.39 -0.51 -2.60
H -0.61 0.64 -4.04
H 0.98 1.07 -2.03
C 0.95 -2.64 -1.84
O 2.06 -1.71 -1.65
H 1.33 -3.51 -2.37
H 0.48 -2.93 -0.90
H 0.06 -2.24 -2.31
H 1.64 -1.05 -1.09
C 1.70 -2.11 3.44
O 2.49 -1.39 2.54
H 1.58 -3.13 3.09
H 2.20 -2.27 4.39
H 0.72 -1.64 3.48
H 1.91 -0.83 2.02
C -0.81 0.27 3.39
O -1.33 0.27 4.54
N -1.51 -0.11 2.34
N 0.43 0.46 3.07
H -1.12 -0.21 1.42
H -2.47 -0.28 2.60
H 1.09 0.61 3.82
H 0.71 0.49 2.10
C 3.80 2.08 -0.10
O 4.96 1.72 -0.26
N 3.39 3.18 0.52
N 2.76 1.51 -0.61
H 4.12 3.79 0.87
H 2.43 3.45 0.63
H 1.84 1.91 -0.52
H 2.83 0.61 -1.05
C -2.79 -1.67 0.11
O -3.55 -2.54 0.46
N -2.63 -0.51 0.64
N -1.82 -1.82 -0.75
H -3.18 -0.17 1.42
H -1.82 0.06 0.49
H -1.76 -2.61 -1.37
H -1.14 -1.07 -0.75
C -2.41 1.90 -1.89
O -1.42 2.47 -2.36
N -3.65 1.93 -2.36
N -2.36 1.29 -0.73
H -4.37 1.48 -1.83
H -3.67 2.47 -3.22
H -3.16 0.82 -0.34
H -1.45 1.28 -0.30
```

Values from the calculation:
HOMO level: -6.39 eV
Charge: -1
2S+1: 1
HOMO-LUMO gap: 7.43 eV
Energy: -1528.23664 Ha
E_LUMO: 1.05 eV
Relative energy (zero: lowest compared OMol25 entry of this formula, charge and spin): 384.29 kcal/mol

=====

(6)
Formula: C7H28O7
Source: the Open Molecules 2025 dataset
Level of theory: wB97M-V/def2-TZVPD

```
42
C7H28O7, DFT wB97M-V/def2-TZVPD
C 1.93 0.19 2.99
O 2.90 -0.81 2.83
H 1.81 0.58 1.96
H 0.95 -0.23 3.27
H 2.26 1.04 3.66
H 3.76 -0.48 3.14
C 2.36 0.83 -1.60
O 1.65 2.09 -1.42
H 1.76 -0.02 -1.91
H 2.99 0.97 -2.46
H 2.92 0.55 -0.70
H 1.00 1.98 -0.69
C 1.02 -2.96 1.38
O 2.43 -3.15 1.56
H 0.81 -2.74 0.35
H 0.38 -3.80 1.71
H 0.71 -2.09 1.93
H 2.76 -2.50 2.20
C -0.82 1.24 -3.82
O -0.91 -0.02 -3.17
H 0.02 1.86 -3.37
H -0.60 1.12 -4.88
H -1.77 1.74 -3.71
H -0.06 -0.45 -3.11
C -2.29 -3.29 -2.35
O -1.32 -2.31 -2.18
H -3.31 -2.86 -2.20
H -2.28 -3.77 -3.30
H -2.16 -4.05 -1.54
H -1.60 -1.57 -2.74
C -1.52 3.65 2.89
O -2.20 2.61 2.20
H -2.21 4.05 3.66
H -0.64 3.22 3.36
H -1.17 4.41 2.19
H -3.07 2.92 2.03
C -1.13 -0.02 0.16
O -0.44 1.21 0.51
H -1.35 0.08 -0.92
H -0.45 -0.82 0.34
H -2.08 -0.20 0.75
H -1.07 1.78 1.01
```

Values from the calculation:
HOMO level: -9.45 eV
SMILES string: CO.CO.CO.CO.CO.CO.CO
2S+1: 1
HOMO-LUMO gap: 9.94 eV
Energy: -810.03404 Ha
E_LUMO: 0.49 eV
Relative energy (zero: lowest compared OMol25 entry of this formula, charge and spin): 86.00 kcal/mol

=====

(7)
Formula: C7H28O9
Source: the Open Molecules 2025 dataset
Level of theory: wB97M-V/def2-TZVPD

```
44
C7H28O9, DFT wB97M-V/def2-TZVPD
C 2.53 0.29 1.93
C 1.97 -0.24 0.84
O 2.21 -1.62 0.54
C 0.93 0.33 -0.07
C -0.38 0.40 0.25
C -1.46 1.04 -0.59
C -1.76 0.07 -1.78
C -1.09 0.52 -3.02
H 2.13 1.23 2.26
H 3.31 -0.17 2.61
H 3.14 -1.60 0.08
H 1.29 0.78 -0.99
H -0.80 -0.35 0.86
H -1.10 2.09 -0.80
H -2.45 1.28 0.08
H -1.34 -0.97 -1.52
H -2.81 -0.10 -2.03
H -0.10 0.95 -2.87
H -0.99 -0.29 -3.76
H -1.79 1.20 -3.64
O 0.40 -2.28 -1.64
H 0.31 -1.44 -2.14
H 1.32 -2.05 -1.21
O -2.57 1.05 3.27
H -2.31 0.30 2.64
H -1.82 1.08 4.02
O -2.96 -1.83 2.59
H -2.01 -2.05 2.35
H -3.13 -2.22 1.76
O 0.23 -1.79 2.63
H -0.23 -2.40 2.03
H 1.21 -2.06 2.46
O -0.33 -3.75 0.47
H 0.28 -3.05 0.48
H -0.42 -4.12 -0.32
O 3.48 1.05 -2.62
H 3.97 1.15 -1.90
H 2.69 1.54 -2.69
O 0.83 2.56 -2.21
H -0.18 2.55 -2.46
H 0.89 2.24 -1.27
O -0.43 3.27 1.71
H 0.27 3.44 2.29
H -0.90 3.97 1.37
```

Values from the calculation:
HOMO level: -9.80 eV
SMILES string: C=C(O)/C=C/CCC.O.O.O.O.O.O.O.O
2S+1: 1
HOMO-LUMO gap: 9.88 eV
Energy: -960.46322 Ha
E_LUMO: 0.08 eV
Relative energy (zero: lowest compared OMol25 entry of this formula, charge and spin): 136.34 kcal/mol

=====

(8)
Formula: C7H29N13O9P
Source: the Open Molecules 2025 dataset
Level of theory: wB97M-V/def2-TZVPD

```
59
C7H29N13O9P, DFT wB97M-V/def2-TZVPD
N 1.88 2.91 -1.02
C 0.87 1.84 -0.95
P 1.35 0.37 -0.05
O 0.60 -0.85 -0.38
O 2.92 0.12 -0.33
O 1.14 0.70 1.51
H 2.58 2.75 -0.30
H 0.56 1.54 -1.96
H 0.00 2.23 -0.42
H 3.48 0.30 0.43
H 1.97 0.85 1.98
C -1.06 -4.25 -2.74
O -1.56 -5.27 -3.23
N -1.82 -3.17 -2.41
N 0.27 -4.13 -2.49
H -1.43 -2.32 -2.02
H -2.80 -3.22 -2.58
H 0.86 -4.90 -2.72
H 0.67 -3.29 -2.09
C -5.34 -1.24 -1.97
O -4.24 -0.87 -2.34
N -5.91 -2.41 -2.39
N -6.10 -0.49 -1.11
H -6.81 -2.73 -2.10
H -5.38 -2.98 -3.02
H -5.70 0.37 -0.79
H -7.01 -0.76 -0.79
C 3.36 2.24 4.31
O 3.48 1.94 3.13
N 3.65 3.50 4.77
N 2.91 1.36 5.26
H 3.55 3.77 5.73
H 3.97 4.17 4.09
H 2.68 0.44 4.95
H 2.81 1.60 6.23
C -1.08 4.46 -1.70
O -1.37 3.75 -0.76
N -2.03 5.10 -2.49
N 0.23 4.63 -2.04
H -1.80 5.67 -3.27
H -2.99 4.97 -2.24
H 0.93 4.11 -1.46
H 0.53 5.19 -2.82
C 4.32 0.50 8.65
O 3.54 1.43 8.52
N 5.03 -0.01 7.61
N 4.53 -0.10 9.86
H 5.67 -0.77 7.69
H 4.89 0.42 6.71
H 4.02 0.25 10.65
H 5.16 -0.87 10.00
C -2.37 -4.12 -6.98
O -2.03 -5.26 -7.22
N -2.40 -3.59 -5.73
N -2.75 -3.25 -7.99
H -2.68 -2.64 -5.55
H -2.13 -4.16 -4.94
H -2.73 -3.61 -8.93
H -3.03 -2.31 -7.83
```

Values from the calculation:
HOMO level: -2.14 eV
Charge: -1
2S+1: 1
HOMO-LUMO gap: 3.83 eV
Energy: -2014.81157 Ha
E_LUMO: 1.69 eV

=====

Q: Look up the 2S+1 of the fifth one.
A: 1

=====

Q: Which of these has the highest 2S+1?
A: C7H26N4OPV

=====

Q: Among the records above, which one has the lowest energy?
A: C7H28B2Cl3Mg2O7S2